a.
ORCA calculation (ωB97M-V with the def2-TZVPD basis set) on an isolated ion of composition C5H12N2 and charge +2.

CARTESIAN COORDINATES (ANGSTROEM)
C -2.04717 2.04966 0.33917
N -1.42690 1.22700 -0.43383
C -0.70670 0.07374 0.07994
C -1.32238 -0.97650 0.61153
C 0.79013 0.27850 0.25273
C 1.66903 -0.52094 -0.73896
N 2.31824 -1.74206 -0.04027
H -2.49072 1.66652 1.25390
H -2.19520 3.07197 0.01230
H -1.27187 1.58030 -1.37924
H -0.83132 -1.51503 1.41371
H -2.29643 -1.36246 0.35763
H 1.03251 -0.08825 1.24833
H 1.06338 1.33161 0.21115
H 2.49463 0.09186 -1.07966
H 1.13076 -1.02036 -1.53336
H 2.20799 -2.60917 -0.57003
H 1.88566 -1.89230 0.87563
H 3.30334 -1.59263 0.19682

Output
**Total charge**: +2
**SMILES string**: C=[NH+]C(=C)CC[NH3+]

---

b.
ORCA calculation (ωB97M-V with the def2-TZVPD basis set) on a 2-piece molecular cluster, C5H12N2 overall.

CARTESIAN COORDINATES (ANGSTROEM)
C 0.32025 -1.53608 -0.73342
C -0.60181 0.69038 1.97638
C 0.79582 -1.98283 -2.17359
C -1.13601 1.92954 2.34793
C 0.36056 0.83000 -1.30525
N -0.32057 -0.46414 2.33370
N 0.29431 -0.33902 -0.60219
H 0.14552 -2.37730 -0.06336
H 1.42942 -1.24709 -2.68347
H 1.29245 -2.96709 -2.04768
H -0.16225 -2.02686 -2.84639
H -2.07038 2.04252 1.83556
H -1.28026 2.19283 3.46221
H -0.58971 2.82737 2.19908
H 0.62534 0.77237 -2.35954
H 0.83305 1.74048 -0.91824
H -0.67348 1.01925 -1.38997
H -0.53395 -0.78879 3.38222
H 0.14188 -1.18265 1.77789

Output
**Total charge**: +2

---

Stability, descending: a, b

---

a.
ORCA calculation (ωB97M-V with the def2-TZVPD basis set) on a single C12H20N2 molecule.

CARTESIAN COORDINATES (ANGSTROEM)
C -0.63112 -2.66284 -0.18132
C -0.07318 -1.28418 0.03832
C 1.28527 -1.08408 -0.14746
C 1.89310 0.16013 0.04459
N 3.24222 0.32584 -0.17242
C 3.83149 1.63791 -0.22381
C 4.15164 -0.78721 -0.05049
C 1.06976 1.21735 0.44438
C -0.28169 1.01843 0.63067
C -0.88641 -0.21587 0.42609
C -2.36755 -0.37857 0.65307
C -3.23817 0.72413 0.01122
C -2.97327 0.82830 -1.48746
N -4.66158 0.50031 0.21725
H -1.34968 -2.66649 -1.00015
H 0.16758 -3.35823 -0.42978
H -1.13223 -3.02580 0.71565
H 1.88523 -1.92238 -0.46820
H 4.77874 1.57854 -0.75992
H 4.02184 2.05820 0.77320
H 3.17805 2.31555 -0.77271
H 3.75976 -1.52761 0.64876
H 4.32742 -1.27572 -1.01637
H 5.10855 -0.43472 0.33504
H 1.48240 2.19547 0.63259
H -0.88248 1.85512 0.95602
H -2.70262 -1.33652 0.25294
H -2.56304 -0.38610 1.73228
H -3.01195 1.68758 0.48042
H -3.18223 -0.12157 -1.97574
H -3.61931 1.58852 -1.91797
H -1.93588 1.09222 -1.66922
H -4.87044 0.42034 1.20678
H -4.94529 -0.36798 -0.22718

Output
**SMILES string**: Cc1cc(N(C)C)ccc1C[C@@H](C)N

---

b.
ORCA calculation (ωB97M-V with the def2-TZVPD basis set) on C12H20N2 as an isolated structure.

CARTESIAN COORDINATES (ANGSTROEM)
C 0.92379 -2.46685 3.30081
C 0.81529 -2.98559 2.07283
C 0.53256 -3.04226 0.78044
C -0.04354 -1.94295 -0.11257
C -1.71600 -1.32103 -1.85340
C -2.06880 -0.05101 -1.64015
C -0.85986 0.94696 -1.78669
C -1.10180 2.23103 -0.84136
C 0.83881 3.41254 0.20405
C 1.73930 2.04402 0.37158
C 1.76237 0.94438 1.16320
C 2.24361 0.03857 2.12941
H 1.93768 -2.19864 3.65767
H 0.12476 -2.90423 3.89132
H 0.49621 -4.07872 0.42343
H 0.74618 -1.57313 -0.80492
H 0.08603 -0.95480 0.58881
H -0.98598 -3.30606 -1.00158
H -2.65735 -1.92486 -2.18244
H -1.00859 -1.74214 -2.56423
H -3.09990 -0.19469 -2.45236
H -2.43542 -0.04054 -0.50315
H 0.10388 0.53955 -1.37966
H -0.57067 1.35090 -2.81475
H -1.95570 2.82507 -1.43605
H -1.41559 1.89981 0.23654
H -0.17718 4.31299 -1.23399
H 0.33016 3.68307 1.16530
H 1.48940 4.20788 -0.01928
H 2.05502 1.67826 -0.58509
H 1.63442 -0.72766 2.52889
H 3.51270 0.39987 2.37612
N -1.24311 -2.32753 -0.80240
N -0.03268 3.26779 -0.87634

---

Stability, descending: a, b